46
Properties=species:S:1:pos:R:3:forces:R:3:nbo_charge:R:1 method="wB97M-V/def2-TZVPD" orbital_gap_ha=0.3594 multiplicity=1 total_charge=+2 max_force_ev_per_a=2.0
Sr -0.181 0.635 0.765 0.7345 -1.6986 -0.6573 1.854
O -1.147 2.362 2.093 -0.4305 0.6541 0.5442 -0.999
H -1.528 3.246 2.042 0.0438 0.0675 -0.1369 0.521
H -1.376 2.049 2.975 -0.1604 0.0371 0.0298 0.501
O 2.454 -0.758 0.935 -0.0689 0.0999 0.0076 -0.965
H 3.221 -0.547 1.478 0.0425 -0.0696 0.0499 0.489
H 2.833 -1.137 0.135 -0.0050 -0.0671 -0.0223 0.488
O -2.386 -0.481 2.169 0.1426 0.1564 -0.0935 -0.984
H -3.210 -0.865 1.849 -0.0532 0.0470 -0.0618 0.501
H -2.391 -0.639 3.119 0.0341 -0.0603 0.0370 0.497
O 1.948 2.027 1.375 -0.0513 0.3794 -0.1319 -0.987
H 2.083 2.914 1.021 0.0155 0.0838 0.0797 0.500
H 2.654 1.915 2.019 -0.0240 -0.0636 0.0836 0.504
O 0.314 0.140 3.262 0.0277 -0.0842 0.2721 -0.999
H 0.259 0.664 4.069 0.1454 0.0390 0.0416 0.502
H 0.725 -0.689 3.536 -0.0193 -0.0965 -0.0802 0.513
C -2.806 0.805 -1.273 -0.3468 0.7551 0.7520 -0.109
C -2.033 1.947 -1.900 0.5346 -0.4259 0.2002 -0.096
O -0.797 2.152 -1.147 -0.7607 0.2749 -0.4637 -0.808
O -1.968 -0.299 -0.961 0.0293 -0.2446 -0.0325 -0.773
H -3.684 0.560 -1.871 0.1541 -0.2227 -0.1609 0.221
H -3.201 1.132 -0.303 0.0361 -0.0047 -0.0691 0.182
H -2.607 2.869 -1.869 -0.1461 -0.0104 -0.2496 0.214
H -1.766 1.660 -2.919 -0.0237 0.2991 -0.0781 0.189
H -0.137 2.365 -1.817 0.1958 0.0341 0.1257 0.512
H -1.856 -0.891 -1.713 -0.0231 0.0453 -0.0532 0.503
C -0.866 -4.230 1.489 0.3501 -0.2750 0.2724 -0.098
C -1.075 -3.103 0.538 -0.6456 0.1772 -0.7884 -0.095
O 0.042 -2.199 0.495 -0.3478 0.2485 -0.1720 -0.778
O -0.041 -5.193 0.840 -0.2915 0.2958 0.2160 -0.724
H -1.836 -4.628 1.804 0.0674 -0.1855 -0.1485 0.187
H -0.362 -3.827 2.380 -0.0858 -0.0968 0.0180 0.165
H -1.975 -2.543 0.781 0.2386 0.2566 0.3331 0.184
H -1.281 -3.487 -0.471 0.2368 -0.1630 0.1257 0.189
H 0.717 -2.653 -0.021 0.2011 0.0342 0.2064 0.492
H 0.000 -5.983 1.386 0.1046 -0.0942 -0.0284 0.490
C 2.377 1.481 -1.734 -0.1171 0.2035 -0.2349 -0.096
C 2.833 1.816 -3.144 0.4835 -0.5900 0.3926 -0.105
O 1.805 2.402 -3.899 -0.2268 0.0972 0.1097 -0.700
O 1.309 0.502 -1.738 0.5508 0.1516 -0.0189 -0.778
H 1.971 2.397 -1.299 -0.0573 -0.0684 0.0847 0.164
H 3.204 1.141 -1.106 0.0223 -0.0239 -0.0625 0.186
H 3.243 0.910 -3.619 -0.1672 0.0725 -0.0630 0.173
H 3.680 2.497 -3.069 -0.1456 0.2377 -0.1106 0.214
H 1.258 1.706 -4.276 0.0393 0.0629 -0.1830 0.473
H 1.581 -0.140 -2.405 -0.2329 -0.2655 0.1191 0.484

***

13
Properties=species:S:1:pos:R:3:forces:R:3:nbo_charge:R:1 method="wB97M-V/def2-TZVPD" de_lowest_kj_mol=207.6 orbital_gap_ha=0.3823 multiplicity=1 smiles="C=CO.NC=O" max_force_ev_per_a=2.1
C -2.981 0.789 -0.743 -1.5883 1.2163 -0.1240 -0.501
C -1.991 0.609 -1.582 1.7510 0.2230 -0.0899 0.133
O -0.642 0.821 -1.269 -0.6117 -1.0865 -0.3205 -0.695
H -2.985 1.311 0.205 0.8521 -0.4794 0.2280 0.216
H -3.999 0.782 -1.126 0.1886 -0.4854 -0.2599 0.208
H -2.048 0.338 -2.630 -0.7753 -0.2727 0.0739 0.169
H -0.203 0.103 -1.772 0.1785 0.8731 0.4795 0.474
N 1.505 -1.725 1.482 1.9642 0.1044 -0.5880 -0.850
C 1.513 -0.408 1.086 -0.9041 -0.5930 0.6548 0.521
O 2.525 0.244 1.027 -0.0466 0.0212 -0.4163 -0.591
H 2.452 -2.098 1.502 -0.4644 -0.0473 0.4035 0.391
H 0.791 -2.287 1.886 -0.7107 0.1820 -0.1224 0.401
H 0.503 -0.051 0.827 0.1666 0.3443 0.0811 0.126

***

17
Properties=species:S:1:pos:R:3:forces:R:3:nbo_charge:R:1 method="wB97M-V/def2-TZVPD" de_lowest_kj_mol=154.2 orbital_gap_ha=0.3430 multiplicity=1 smiles="C=CCO.CSS" max_force_ev_per_a=1.0
C -1.793 0.100 -0.948 0.1196 0.0361 0.2885 -0.372
C -1.190 1.190 -1.404 -0.4040 -0.2361 -0.3701 -0.212
C -1.744 2.548 -1.181 -0.4915 0.8301 0.1277 -0.101
O -0.875 3.274 -0.307 0.1602 0.0444 -0.1521 -0.721
H -1.390 -0.901 -1.012 0.0553 -0.0204 -0.3492 0.211
H -2.723 0.194 -0.404 -0.0437 0.0379 0.1600 0.191
H -0.321 1.140 -2.050 0.2513 -0.0977 0.2570 0.205
H -1.870 3.095 -2.124 0.2257 -0.1317 -0.0908 0.169
H -2.745 2.523 -0.736 0.0420 -0.3435 0.0357 0.162
H -1.002 4.216 -0.464 0.0234 -0.1290 0.0538 0.470
C 0.216 -1.400 2.338 0.3809 -0.0857 -0.3608 -0.740
S 0.773 -2.235 0.819 0.1141 0.2080 -0.1293 0.071
S 1.876 -0.770 -0.176 -0.4573 -0.3157 0.5456 -0.143
H 1.064 -0.917 2.815 -0.0106 -0.0200 0.1080 0.228
H -0.169 -2.201 2.966 -0.0520 0.0421 0.1105 0.227
H -0.561 -0.672 2.127 -0.0522 0.0103 -0.0375 0.219
H 0.800 -0.001 -0.400 0.1390 0.1709 -0.1971 0.135

***

81
Properties=species:S:1:pos:R:3:forces:R:3:lowdin_charge:R:1 method="wB97M-V/def2-TZVPD" de_lowest_kj_mol=0.0 orbital_gap_ha="0.2378 / 0.1657" multiplicity=1 max_force_ev_per_a=2.4
C -0.944 -0.758 5.041 0.3444 0.7147 -0.0726 -0.151
C 0.306 -0.396 4.516 -0.6206 0.2260 0.3897 -0.142
C 0.114 0.676 3.593 -0.5811 -0.0651 -0.0067 -0.156
H 1.274 -0.798 4.821 -0.3453 0.0265 -0.1438 0.091
C -1.263 0.950 3.505 0.5036 -0.1740 0.2241 -0.149
C -1.965 0.048 4.397 0.8199 -0.1951 -0.1839 -0.235
H -2.977 0.204 4.775 0.2495 -0.0691 -0.1009 0.116
H -1.122 -1.454 5.860 0.0183 0.0409 -0.4258 0.100
H 0.908 1.233 3.098 -0.2734 -0.2230 -0.0667 0.088
H -1.723 1.758 2.940 0.1254 -0.2167 0.0480 0.085
Be -2.239 -1.157 3.006 0.5109 0.4773 1.2865 0.312
Si -0.328 0.176 -0.349 -0.8008 -0.4548 0.8664 0.804
C 1.237 -0.781 -0.330 0.4726 -0.6957 -0.5258 -0.354
C 1.697 -1.317 -1.555 0.0973 0.1517 0.5308 -0.126
H 1.069 -1.218 -2.444 0.3302 -0.0345 0.2015 0.049
C 2.942 -1.933 -1.627 0.0617 -0.1400 0.1348 -0.097
H 3.305 -2.299 -2.587 -0.0588 0.0300 0.2398 0.105
C 3.728 -2.063 -0.477 -0.2321 0.0842 -0.1507 -0.085
H 4.706 -2.536 -0.547 -0.1886 0.0914 0.0499 0.101
C 3.254 -1.604 0.752 -0.1643 0.0371 0.0306 -0.082
H 3.857 -1.727 1.656 -0.1957 0.0009 -0.2974 0.105
C 2.004 -0.984 0.838 0.1269 0.1096 -0.4468 -0.093
H 1.623 -0.648 1.804 0.1195 -0.0227 -0.2572 0.077
C -0.091 1.955 0.017 -0.0974 0.7192 -0.1293 -0.353
C 1.202 2.520 0.047 -0.4483 0.3040 0.1694 -0.096
H 2.078 1.889 -0.124 -0.2842 0.2217 -0.0301 0.099
C 1.361 3.885 0.311 -0.1211 -0.2065 0.0736 -0.082
H 2.361 4.317 0.300 -0.2226 -0.0548 0.0385 0.102
C 0.253 4.685 0.602 0.0219 -0.2264 -0.0851 -0.088
H 0.384 5.743 0.828 -0.0172 -0.2792 -0.0514 0.102
C -1.029 4.126 0.601 -0.1247 -0.1379 -0.0698 -0.090
H -1.898 4.739 0.848 0.2709 -0.1004 -0.1020 0.104
C -1.210 2.780 0.289 0.7406 0.0932 -0.1065 -0.129
H -2.215 2.352 0.252 0.2951 0.2365 0.0564 0.074
H -1.388 -0.165 -1.342 0.3774 0.1272 0.1571 -0.074
Si 0.558 1.086 -5.163 0.2662 0.2931 -0.7642 0.295
C 0.583 2.891 -4.756 -0.1787 0.3459 0.1514 -0.321
C 1.735 3.641 -5.050 -0.1349 0.1817 0.2356 -0.096
H 2.599 3.158 -5.513 -0.2188 0.1346 0.2209 0.104
C 1.789 5.004 -4.744 -0.1698 -0.0929 -0.0480 -0.083
H 2.698 5.569 -4.959 -0.2693 -0.1215 0.0534 0.103
C 0.682 5.636 -4.169 -0.0028 -0.3465 -0.0627 -0.085
H 0.724 6.698 -3.931 -0.0152 -0.2494 -0.0303 0.102
C -0.481 4.903 -3.912 0.0322 -0.0235 -0.1002 -0.084
H -1.352 5.396 -3.477 0.2601 -0.1264 -0.1186 0.104
C -0.536 3.540 -4.216 0.2832 0.3553 0.0778 -0.108
H -1.455 2.980 -4.033 0.2385 0.1270 0.0705 0.089
C 2.298 0.446 -5.061 0.0201 -0.3179 -0.1480 -0.331
C 3.097 0.596 -3.920 0.4089 -0.1584 -0.1865 -0.108
H 2.693 1.064 -3.021 0.0983 -0.0936 -0.2153 0.108
C 4.420 0.137 -3.926 -0.2202 0.0907 -0.0023 -0.088
H 5.027 0.238 -3.024 -0.1579 -0.0267 -0.2782 0.109
C 4.956 -0.452 -5.073 -0.2505 0.0654 -0.0365 -0.083
H 5.988 -0.804 -5.072 -0.2574 0.1101 -0.0122 0.104
C 4.168 -0.597 -6.218 -0.0875 0.0216 0.0557 -0.083
H 4.586 -1.044 -7.123 -0.1221 0.1026 0.3087 0.104
C 2.838 -0.165 -6.205 0.3264 0.0437 0.2158 -0.106
H 2.211 -0.282 -7.089 0.2201 -0.0069 0.1630 0.092
H 0.036 0.911 -6.539 0.1613 -0.1208 0.0424 -0.008
Cl -0.769 0.040 -4.007 -0.1979 -0.0632 0.1705 0.350
N -4.370 -3.976 3.812 -0.7397 -0.6556 0.2239 0.161
C -3.302 -4.606 4.461 -0.7649 -0.4860 0.1560 -0.191
C -3.252 -5.812 5.143 0.4272 0.1587 -0.0077 -0.024
C -2.001 -6.180 5.671 -0.3096 0.0688 -0.1007 -0.102
C -0.877 -5.358 5.515 -0.3154 0.1238 -0.1238 -0.095
C -0.956 -4.144 4.817 -0.1813 -0.1514 0.0717 -0.014
C -2.198 -3.783 4.293 0.5891 0.5710 -0.3083 -0.190
N -2.592 -2.686 3.526 0.9552 0.2273 -0.1639 0.085
C -3.915 -2.815 3.276 -0.6058 1.1090 -1.4957 -0.249
C -4.495 -1.844 2.395 1.2613 -1.0863 1.2348 -0.319
C -5.705 -1.723 1.761 -1.2523 0.0625 -0.5891 -0.362
S -5.661 -0.376 0.642 0.5603 -0.3131 0.7588 1.008
C -4.056 -0.005 1.119 0.3171 -1.9503 1.3107 -0.387
N -3.564 -0.863 2.035 -0.9534 1.3595 -1.7971 -0.014
H -5.330 -4.285 3.778 0.3243 -0.0269 0.0880 0.160
H -4.154 -6.415 5.230 0.3246 -0.0483 0.1196 0.107
H -1.908 -7.124 6.206 -0.0111 0.2318 -0.0993 0.096
H 0.068 -5.675 5.952 -0.1583 0.1014 -0.1404 0.099
H -0.099 -3.490 4.679 -0.1252 -0.1984 0.0451 0.104
H -6.542 -2.399 1.919 0.0824 0.5027 -0.4206 0.065
H -3.455 0.771 0.658 -0.1664 -0.1204 0.2305 0.051